Entry 1:
45
Properties=species:S:1:pos:R:3:nbo_charge:R:1 method="wB97M-V/def2-TZVPD" fmax_ev_per_a=17.26 de_lowest_kcal_mol=408.56 e_tot_ha=-1203.8990 spin_multiplicity=1 homo_lumo_gap_ev=7.88
O 1.90548 -0.48335 1.74570 -0.64
C 0.87722 -0.13362 1.16733 0.68
N -0.28306 -0.63848 1.42630 -0.41
C -0.51240 -1.60286 2.28410 -0.32
H 0.23721 -1.53948 2.83275 0.25
H -1.48188 -1.30509 2.80499 0.20
C -0.57810 -2.78145 1.74759 0.13
C 0.97867 -3.47349 1.08033 -0.38
H 1.44948 -4.13904 1.79085 0.21
C 0.55036 -4.08109 -0.19755 -0.46
H 1.60836 -3.97669 -0.79184 0.21
C -0.46539 -3.25231 -0.66529 -0.01
H -1.40102 -3.78669 -1.47724 0.17
H -0.28427 -2.32784 -0.94446 0.18
O -1.33654 -3.11770 0.47785 -0.59
H 0.31864 -4.99256 0.01149 0.21
H 1.41140 -2.53029 1.04277 0.21
H -0.89032 -3.56120 2.50681 0.19
C -1.42301 0.13721 1.02384 -0.26
C -2.48924 -0.46497 0.40589 0.28
C -2.64793 -0.78122 -1.12474 -0.27
C -3.75589 -1.47446 -0.96074 -0.25
C -4.19064 -1.78339 0.26969 0.04
O -3.45478 -1.00522 1.18199 -0.39
H -4.88197 -2.47212 0.45861 0.20
H -4.30739 -2.09419 -1.97418 0.20
H -2.23187 -0.39806 -1.92767 0.22
H -1.05787 1.02657 0.42890 0.25
H -1.95379 0.81182 1.98523 0.19
C 1.04452 1.15900 0.23364 -0.25
C 1.77042 2.23894 0.59648 -0.08
C 1.96998 3.33501 -0.48169 -0.08
C 2.49791 4.55971 0.03824 -0.19
C 2.63120 5.59923 -1.05199 -0.18
C 2.36543 5.33754 -2.33655 -0.25
C 1.99516 3.98241 -2.53704 -0.22
C 1.67134 3.00543 -1.83856 0.28
O 1.03467 2.02746 -1.86148 -0.46
C 0.87168 0.90732 -1.20354 0.79
O 0.51398 -0.02905 -1.57547 -0.50
H 1.46475 3.87890 -3.57817 0.19
H 2.64388 6.22916 -2.84635 0.25
H 3.14756 6.60751 -0.71231 0.20
H 2.62830 4.88188 0.97666 0.21
H 2.03974 2.50083 1.56885 0.22

Entry 2:
48
Properties=species:S:1:pos:R:3:nbo_charge:R:1 method="wB97M-V/def2-TZVPD" fmax_ev_per_a=0.63 de_lowest_kcal_mol=0.31 e_tot_ha=-1430.2651 spin_multiplicity=1 smiles="COC(=O)c1ccc(C(=O)OC)c(NC(=O)COC(=O)c2ccccc2OC)c1" homo_lumo_gap_ev=8.55
C -6.30804 -2.65605 -0.58203 -0.26
H -7.18619 -2.19315 -0.12672 0.19
H -6.12118 -3.63445 -0.14750 0.20
H -6.47435 -2.73829 -1.65836 0.19
O -5.14932 -1.88026 -0.32002 -0.50
C -5.17624 -0.61776 -0.75128 0.77
O -6.11519 -0.13210 -1.33431 -0.59
C -3.92266 0.12133 -0.43625 -0.11
C -2.88702 -0.47703 0.26214 -0.23
C -1.71716 0.23103 0.54415 0.29
C -1.60484 1.56847 0.10265 -0.23
C -2.66447 2.15021 -0.60129 -0.15
C -3.81282 1.44351 -0.86939 -0.19
H -4.63466 1.88655 -1.40949 0.24
H -2.56545 3.17195 -0.93087 0.23
C -0.40100 2.37334 0.37874 0.80
O 0.56722 2.00173 1.01341 -0.63
O -0.46744 3.60571 -0.14145 -0.50
C 0.65298 4.44241 0.09452 -0.26
H 0.41147 5.40384 -0.35098 0.20
H 1.54715 4.02007 -0.36901 0.19
H 0.83009 4.54973 1.16686 0.19
N -0.66582 -0.36341 1.21958 -0.65
C -0.66728 -1.55033 1.88910 0.68
O -1.63145 -2.23857 2.11854 -0.59
C 0.72528 -1.92655 2.40528 -0.17
H 0.89037 -1.46549 3.38212 0.22
O 1.77842 -1.46623 1.57861 -0.49
C 1.82985 -2.00941 0.34855 0.79
O 1.02177 -2.81925 -0.03741 -0.59
C 2.98208 -1.54678 -0.45310 -0.25
C 3.39283 -2.37059 -1.49754 -0.12
C 4.47373 -2.03561 -2.28736 -0.26
C 5.15216 -0.85483 -2.03482 -0.16
C 4.74774 -0.01024 -1.01719 -0.34
C 3.65630 -0.33378 -0.21147 0.43
O 3.18205 0.45389 0.77286 -0.49
C 3.76162 1.71678 0.99161 -0.25
H 3.13376 2.18863 1.74461 0.21
H 4.78725 1.63037 1.36493 0.18
H 3.75487 2.32652 0.08249 0.17
H 5.29459 0.90412 -0.84897 0.22
H 6.00542 -0.58104 -2.63779 0.22
H 4.78770 -2.68612 -3.08827 0.22
H 2.84062 -3.28307 -1.66356 0.24
H 0.75592 -3.01753 2.50007 0.22
H 0.19059 0.19477 1.25129 0.45
H -2.98127 -1.49707 0.59430 0.27

Entry 3:
51
Properties=species:S:1:pos:R:3:nbo_charge:R:1 method="wB97M-V/def2-TZVPD" fmax_ev_per_a=0.96 charge=+2 de_lowest_kcal_mol=20.07 e_tot_ha=-2713.5669 spin_multiplicity=1 homo_lumo_gap_ev="5.59 / 5.60"
Au 0.18183 0.02189 -0.54298 0.85
N 1.08724 -4.03540 -1.08344 -0.47
C 2.38630 -3.54604 -1.04983 0.09
C 3.62109 -4.17235 -1.18760 -0.21
C 4.72704 -3.35736 -1.10198 -0.17
C 4.61434 -1.97182 -0.89333 -0.17
C 3.38832 -1.35752 -0.76107 -0.23
C 2.26713 -2.17967 -0.83917 0.14
N 0.90349 -1.86963 -0.75670 -0.59
C 0.23203 -3.01799 -0.90234 0.41
C -1.22950 -3.15651 -0.88539 0.02
C -1.94186 -3.97928 -1.69609 -0.39
S -3.60922 -3.70584 -1.50672 0.61
C -3.28402 -2.53235 -0.34178 -0.14
N -2.01002 -2.34140 -0.08190 -0.48
H 0.82108 -5.00259 -1.18994 0.45
H 3.71214 -5.23658 -1.35831 0.25
H 5.71157 -3.79309 -1.20547 0.25
H 5.51481 -1.37485 -0.84362 0.25
H 3.30331 -0.28674 -0.61952 0.24
H -1.56543 -4.67334 -2.43290 0.27
H -4.07937 -1.99184 0.14117 0.25
C 0.18536 -2.31513 2.44875 -1.02
Sb -0.86868 -0.58142 1.90996 1.79
C 0.15028 1.05988 2.75440 -1.01
C -2.78352 -0.58731 2.80985 -0.98
H 0.24505 -2.31236 3.53941 0.28
H 1.18876 -2.27403 2.02849 0.26
H -0.35117 -3.19866 2.10721 0.26
H 0.07845 0.93209 3.83783 0.27
H -0.32956 1.97772 2.43758 0.27
H 1.18762 1.06541 2.42561 0.27
H -2.61078 -0.30755 3.85400 0.27
H -3.21775 -1.57967 2.76604 0.26
H -3.40118 0.15236 2.33118 0.28
O 1.67796 3.23094 0.53754 -0.90
S 0.96714 3.10869 -0.69893 2.30
O 1.67348 2.72266 -1.87639 -0.89
N -0.27574 1.96592 -0.46832 -0.91
C -1.49788 2.47695 -0.46101 0.11
S -2.81922 1.53311 -0.13350 -0.11
C -1.47482 3.92624 -0.74087 -0.06
C -2.55730 4.78180 -0.83562 -0.16
C -2.31372 6.11752 -1.13248 -0.17
C -1.01870 6.58482 -1.32393 -0.15
C 0.07741 5.73160 -1.22116 -0.15
C -0.18745 4.41220 -0.93183 -0.33
H -3.56262 4.40902 -0.68873 0.25
H -3.14394 6.80513 -1.21772 0.25
H -0.85672 7.62925 -1.55469 0.25
H 1.08693 6.09309 -1.36378 0.25

Entry 4:
57
Properties=species:S:1:pos:R:3:nbo_charge:R:1 method="wB97M-V/def2-TZVPD" fmax_ev_per_a=4.66 charge=+1 de_lowest_kcal_mol=13.95 e_tot_ha=-6009.7042 spin_multiplicity=6 homo_lumo_gap_ev="7.40 / 7.50"
Sm -14.85710 3.32030 8.95982 1.79
C -12.96704 5.57944 14.25484 -0.72
S -12.38492 6.04015 12.56522 0.28
C -12.82245 4.56720 11.62822 -0.01
S -12.50085 4.72717 9.90465 -0.34
N -13.40153 3.62493 12.29464 -0.44
N -13.98581 2.65128 11.52220 -0.29
C -14.10861 1.45775 11.98976 0.07
C -14.89961 0.53628 11.20449 0.13
C -15.40173 -0.68186 11.65470 -0.21
C -16.11793 -1.50005 10.77043 -0.13
C -16.41142 -1.10020 9.48655 -0.24
C -15.78125 0.09015 9.07349 0.07
N -15.09676 0.86762 9.97241 -0.52
H -12.64720 6.39926 14.86815 0.24
H -12.33129 4.69837 14.54373 0.24
H -13.99494 5.28928 14.20814 0.22
H -13.65757 1.22853 12.96111 0.22
H -15.44438 -1.00892 12.70713 0.24
H -16.57843 -2.48526 11.11324 0.24
H -16.86578 -1.82217 8.87978 0.24
H -15.95714 0.56893 8.13389 0.23
Cl -9.63030 1.59261 6.46610 0.05
C -11.00342 2.62526 6.28300 -0.05
C -11.19107 3.32598 5.05871 -0.15
C -12.36433 4.07677 5.01008 -0.23
C -13.27923 4.04852 6.04549 0.03
N -13.10867 3.27531 7.08876 -0.52
C -11.99121 2.59836 7.24781 0.02
H -10.43476 3.30229 4.26963 0.26
H -12.56032 4.72758 4.12509 0.24
H -14.18052 4.72217 5.97859 0.23
H -11.84397 1.90535 8.06576 0.23
N -15.95522 8.67610 10.78265 -0.59
N -15.84536 7.31168 10.96746 0.19
N -16.01158 6.75736 12.11253 -0.23
C -15.89050 5.41217 11.74738 0.12
N -15.78130 5.34528 10.37929 -0.38
N -15.74143 6.57021 9.89837 -0.04
H -15.20566 8.93612 10.12670 0.39
H -15.73009 9.12576 11.69147 0.39
H -15.95430 4.50863 12.43309 0.25
F -16.19434 4.35612 7.30921 -0.52
C -16.11775 2.77552 6.78659 0.12
F -17.50765 2.54075 6.70441 -0.38
H -15.81463 2.92461 5.74125 0.14
Br -18.71346 1.37444 13.31877 0.11
C -18.80385 2.23906 11.65704 -0.13
C -19.95256 2.80819 11.09142 -0.17
C -19.81831 3.36630 9.85098 -0.23
C -18.58755 3.35328 9.15646 0.07
N -17.49752 2.84552 9.70548 -0.49
C -17.60977 2.34611 10.95892 -0.01
H -20.87815 2.78791 11.66999 0.25
H -20.67893 3.82008 9.35822 0.24
H -18.43695 3.84511 8.18701 0.24
H -16.63322 2.02334 11.33160 0.21

Entry 5:
57
Properties=species:S:1:pos:R:3:nbo_charge:R:1 method="wB97M-V/def2-TZVPD" fmax_ev_per_a=0.82 charge=-1 de_lowest_kcal_mol=38.07 e_tot_ha=-2396.5595 spin_multiplicity=2 homo_lumo_gap_ev="8.13 / 7.71"
Ru 0.35696 1.09312 -0.38036 1.26
O 1.24473 2.60171 -3.18699 -0.74
C 1.64346 3.75448 -2.49655 -0.05
C 2.39720 3.50081 -1.21002 -0.25
N 1.77626 2.70345 -0.10903 -0.39
C 2.89663 1.93112 0.42548 -0.36
C 3.21745 0.89267 -0.68095 0.79
O 4.32863 0.39971 -0.73690 -0.64
O 2.22668 0.69478 -1.49914 -0.76
C 1.15623 3.60866 0.87404 -0.34
C 0.08282 2.96304 1.73188 0.77
O -0.37025 3.59084 2.66632 -0.63
O -0.28542 1.78037 1.36800 -0.63
H 1.71375 1.83332 -2.82365 0.51
H 0.77400 4.41074 -2.34962 0.12
H 2.34216 4.34384 -3.10543 0.17
H 2.67785 4.47629 -0.79393 0.20
H 3.32752 3.00699 -1.48169 0.22
H 2.58565 1.42266 1.33756 0.26
H 3.75657 2.57467 0.63195 0.20
H 0.67256 4.42756 0.33244 0.21
H 1.90659 4.06125 1.52729 0.22
O -5.45737 1.05074 -1.48675 -0.67
C -4.95919 2.21562 -1.82738 0.79
O -5.64441 3.11513 -2.26031 -0.61
C -3.49353 2.43948 -1.64069 -0.26
C -2.90228 3.65922 -1.88442 0.04
N -1.59772 3.52963 -1.61614 -0.30
N -1.28708 2.29980 -1.21479 -0.26
C -2.42530 1.61090 -1.22114 0.07
C -2.36814 0.17824 -0.72506 0.79
O -3.38936 -0.50690 -0.76170 -0.67
O -1.22900 -0.21581 -0.32472 -0.63
H -4.76473 0.43278 -1.08270 0.52
H -3.33803 4.58465 -2.21858 0.24
H -0.88484 4.23371 -1.67283 0.41
C 1.42147 -6.37245 1.98363 -0.62
C 0.17312 -5.55046 1.82193 -0.07
C -1.04834 -6.00648 2.30041 -0.24
C -2.18818 -5.23670 2.14793 -0.04
Cl -3.70704 -5.83802 2.76192 -0.04
C -2.14316 -4.00994 1.51470 -0.23
C -0.93023 -3.54573 1.02508 -0.26
C 0.21892 -4.30789 1.18551 0.36
O 1.44024 -3.91999 0.69405 -0.52
C 1.86132 -2.60071 1.00565 -0.17
C 1.26979 -1.51516 0.10701 0.75
O 1.24240 -0.36291 0.69996 -0.70
O 0.91279 -1.75369 -1.02427 -0.63
H 1.16945 -7.40662 2.21874 0.20
H 2.04855 -5.98595 2.79034 0.22
H 2.02238 -6.35276 1.07543 0.23
H -1.11115 -6.96842 2.79337 0.21
H -3.04130 -3.42215 1.38654 0.23
H -0.89620 -2.59527 0.50871 0.26
H 2.94110 -2.58626 0.84833 0.21
H 1.65698 -2.36175 2.05149 0.19

Entry 6:
45
Properties=species:S:1:pos:R:3:nbo_charge:R:1 method="wB97M-V/def2-TZVPD" fmax_ev_per_a=1.60 charge=+2 e_tot_ha=-2395.8737 spin_multiplicity=5 homo_lumo_gap_ev="9.06 / 5.81"
Co -0.35888 -0.51547 -0.62795 1.41
N 1.21822 -1.94347 -1.00315 -0.87
C 2.22882 -1.46617 -0.12695 0.16
C 3.48332 -1.13397 -0.63775 -0.26
C 4.48392 -0.67427 0.20145 -0.09
C 4.24462 -0.55797 1.56835 -0.20
C 3.01852 -0.92167 2.08985 -0.16
C 1.97682 -1.36287 1.26855 -0.01
C 0.67272 -1.68057 1.85545 0.13
C 0.59642 -2.29077 3.11605 -0.21
C -0.61948 -2.67467 3.63645 -0.17
C -1.79768 -2.44287 2.93015 -0.04
C -1.74748 -1.77677 1.71425 -0.27
C -0.53198 -1.38527 1.16875 -0.44
H 1.58222 -2.09967 -1.94515 0.42
H 0.79882 -2.81317 -0.66465 0.42
H 3.68562 -1.26937 -1.69265 0.24
H 5.45592 -0.43517 -0.20065 0.25
H 5.01052 -0.17177 2.22335 0.25
H 2.84822 -0.82957 3.15025 0.24
H 1.50082 -2.50397 3.66315 0.24
H -0.66578 -3.16597 4.59535 0.25
H -2.74728 -2.77527 3.32195 0.24
H -2.67648 -1.59207 1.19105 0.22
C -3.94308 -0.23077 -3.02595 -0.71
C -2.93378 0.14593 -1.99605 0.73
O -1.94218 -0.57517 -1.78005 -0.76
N -3.14708 1.27813 -1.32455 -0.56
C -2.32988 1.76573 -0.22285 -0.27
C -1.00938 2.35193 -0.67165 0.21
C -0.88258 3.71523 -0.88925 -0.22
C 0.33992 4.23003 -1.29435 -0.10
C 1.40432 3.35683 -1.45875 -0.22
C 1.19872 2.00573 -1.23455 0.06
N 0.01982 1.50793 -0.84835 -0.58
H -4.15388 -1.29627 -2.96135 0.27
H -3.53308 -0.05327 -4.01945 0.27
H -4.86378 0.33413 -2.91815 0.24
H -3.95818 1.82823 -1.57445 0.43
H -2.13038 0.93123 0.47125 0.22
H -2.90318 2.52923 0.30225 0.26
H -1.72848 4.36583 -0.72805 0.24
H 0.45532 5.28663 -1.47565 0.25
H 2.37662 3.70793 -1.76475 0.25
H 2.00372 1.29753 -1.38085 0.21